{"formula": "C14H20BrN4NiO3S", "method": "wB97M-V/def2-TZVPD", "elements": ["Ni", "Br", "C", "C", "C", "C", "C", "N", "C", "O", "O", "H", "H", "H", "C", "C", "O", "C", "C", "H", "H", "H", "H", "H", "H", "H", "H", "H", "H", "C", "C", "C", "N", "N", "C", "N", "S", "H", "H", "H", "H", "H", "H", "H"], "positions_angstrom": [[0.23729, -0.25131, -0.21396], [3.12285, -2.75377, -0.30326], [3.28488, -0.87929, -0.23833], [4.58824, -0.40848, -0.18039], [4.81741, 0.95241, -0.16371], [3.73489, 1.80740, -0.23861], [2.47388, 1.26459, -0.31272], [2.21819, -0.06792, -0.28158], [1.27276, 2.14452, -0.50759], [1.34148, 3.34462, -0.45210], [0.19541, 1.44979, -0.76886], [5.40250, -1.11660, -0.15940], [5.82887, 1.33289, -0.11243], [3.82871, 2.88379, -0.25831], [-3.13640, -1.66712, -0.53499], [-2.59135, -1.00190, 0.71249], [-1.65724, 0.04702, 0.34720], [-1.80603, 1.24067, 1.18021], [-1.04771, 1.11895, 2.48283], [-3.47466, -2.67897, -0.30825], [-2.37175, -1.72627, -1.30638], [-3.97724, -1.10692, -0.94046], [-2.10689, -1.70488, 1.38897], [-3.39656, -0.52116, 1.26482], [-2.87298, 1.36720, 1.35691], [-1.45164, 2.07165, 0.58497], [-1.46071, 0.34217, 3.12998], [-1.08638, 2.06647, 3.01971], [0.00923, 0.90272, 2.29521], [-2.10574, -5.17325, -2.14242], [-0.59838, -5.07113, -1.89229], [-0.28338, -4.06301, -0.83432], [-0.17369, -2.80254, -1.03459], [0.06675, -2.10338, 0.12667], [0.13625, -2.85118, 1.19702], [0.35532, -2.36130, 2.43003], [-0.10020, -4.51489, 0.84694], [-2.31010, -5.95534, -2.87153], [-2.49645, -4.23262, -2.52862], [-2.64263, -5.42034, -1.22530], [-0.07957, -4.76614, -2.80073], [-0.19932, -6.04120, -1.59299], [0.53817, -1.37845, 2.54528], [0.53253, -2.97097, 3.20759]], "forces_ev_per_angstrom": [[-0.10, -0.35, 0.18], [-0.16, -0.01, 0.00], [-0.16, 0.12, 0.02], [0.02, 0.02, 0.01], [0.12, -0.04, 0.01], [-0.09, 0.08, 0.00], [0.18, -0.11, 0.05], [0.15, -0.03, -0.21], [-0.38, 0.12, -0.11], [0.13, -0.07, -0.01], [0.14, 0.39, 0.11], [-0.01, -0.01, 0.01], [-0.01, 0.00, 0.00], [-0.02, 0.00, -0.01], [-0.01, 0.05, -0.02], [-0.07, -0.02, -0.14], [-0.06, 0.19, 0.23], [-0.01, -0.06, -0.02], [0.01, -0.07, 0.00], [-0.03, 0.01, 0.01], [0.04, -0.06, 0.01], [0.02, 0.02, -0.01], [0.03, 0.00, -0.03], [-0.01, -0.05, 0.05], [0.00, 0.05, -0.03], [0.06, 0.00, -0.08], [0.01, 0.01, -0.02], [-0.03, -0.01, 0.02], [0.02, 0.05, -0.03], [0.02, -0.01, 0.01], [-0.05, 0.02, 0.04], [0.01, -0.02, -0.04], [0.10, -0.02, 0.14], [0.06, -0.25, -0.23], [0.11, 0.11, 0.10], [-0.05, -0.03, -0.02], [-0.03, -0.05, 0.02], [0.00, 0.01, -0.01], [0.00, 0.00, 0.01], [0.00, -0.01, 0.00], [0.00, 0.00, 0.00], [0.03, 0.00, -0.02], [0.02, 0.01, 0.00], [0.00, -0.01, 0.01]], "nbo_charge": [1.15, 0.12, 0.15, -0.26, -0.11, -0.20, 0.11, -0.52, 0.73, -0.56, -0.74, 0.25, 0.25, 0.27, -0.65, -0.06, -0.57, -0.07, -0.65, 0.22, 0.23, 0.23, 0.17, 0.20, 0.19, 0.24, 0.21, 0.25, 0.19, -0.59, -0.46, 0.10, -0.26, -0.45, 0.26, -0.79, 0.42, 0.23, 0.22, 0.21, 0.25, 0.23, 0.42, 0.43], "e_tot_ha": -5470.55254, "total_charge": 1, "homo_energy_ev": [-12.7, -12.7]}